a.
Formula: C3H6N2O2
Source: OMol25
Level of theory: the ωB97M-V functional and the def2-TZVPD basis

## Properties
M: 102.093 g mol⁻¹
Gap between HOMO and LUMO (spin up / spin down): 9.3365 / 6.4501 eV

```
13
C3H6N2O2 | OMol25 | the ωB97M-V functional and the def2-TZVPD basis
C 0.36907 0.08870 0.23439
C 0.17638 -2.34973 -0.53961
C -0.28751 2.44829 0.71949
N -0.27422 -0.94263 -0.64401
N -0.47736 1.13787 0.21560
O 1.41915 -0.22646 0.75618
O -0.99212 -0.38310 -1.50100
H -0.09863 -2.82834 -1.49723
H 1.21386 -2.23883 -0.50045
H -0.29596 -2.92745 0.26971
H -1.23035 2.86905 0.66656
H 0.00680 2.47267 1.72210
H 0.47092 2.87995 0.09826
```

---

b.
Formula: C3H6N2O2
Source: OMol25
Level of theory: the ωB97M-V functional and the def2-TZVPD basis

## Properties
M: 102.093 g mol⁻¹
Gap between HOMO and LUMO: 10.3177 eV

```
13
C3H6N2O2 | OMol25 | the ωB97M-V functional and the def2-TZVPD basis
N -1.53478 -0.39217 -0.81956
C -0.81621 0.30203 0.17068
O -1.36031 1.23136 0.75693
C -0.12326 -0.82391 0.88197
O 1.43564 -0.25898 1.25175
C 1.75176 0.46748 0.21274
N 0.90001 0.58772 -0.73979
H -2.46250 -0.01791 -0.89229
H -1.05301 -0.67748 -1.65660
H 0.17318 -1.66935 0.26640
H -0.72984 -1.09105 1.76451
H 2.71955 0.98875 0.16300
H 1.09977 1.35349 -1.35975
```

---

Stability order, top to bottom: b, a

---

a.
Formula: C3H6N2O2
Source: OMol25
Level of theory: the ωB97M-V functional and the def2-TZVPD basis

## Properties
M: 102.093 g mol⁻¹
Gap between HOMO and LUMO: 10.6337 eV
SMILES: [H]/N=C\OCC(N)=O

```
13
C3H6N2O2 | OMol25 | the ωB97M-V functional and the def2-TZVPD basis
N 1.80395 -0.63748 -0.36765
C 0.94385 -0.22666 0.62207
O 0.72492 -0.80961 1.66337
C 0.30615 1.11123 0.30006
O -1.05525 1.06567 0.63644
C -1.86048 0.12254 0.05240
N -1.80897 -0.81000 -0.80240
H 2.13308 -1.58504 -0.24772
H 1.50843 -0.41430 -1.32181
H 0.41196 1.38338 -0.75725
H 0.78279 1.88157 0.92150
H -2.82242 0.29204 0.52371
H -1.06801 -1.37334 -1.22272
```

---

b.
Formula: C3H6N2O2
Source: OMol25
Level of theory: the ωB97M-V functional and the def2-TZVPD basis

## Properties
M: 102.093 g mol⁻¹
Gap between HOMO and LUMO: 9.9337 eV
SMILES: NCC(=O)NC=O

```
13
C3H6N2O2 | OMol25 | the ωB97M-V functional and the def2-TZVPD basis
O -0.97632 1.91901 0.27491
C -0.42161 0.81318 0.44768
N -1.13788 -0.44316 0.74881
C -0.81816 -1.78934 0.68246
O -1.83536 -2.53806 0.65306
C 0.90230 0.32740 -0.19461
N 1.40890 1.15621 -1.22343
H -2.17195 -0.20300 1.08370
H 0.17597 -2.13673 0.59925
H 1.08989 -0.76815 -0.57406
H 1.55813 0.51938 0.67554
H 1.36232 2.11562 -1.09886
H 0.86378 1.02763 -2.07443
```

---

Stability order, top to bottom: a, b

---

a.
Formula: C4H11NO2
Source: OMol25
Level of theory: the ωB97M-V functional and the def2-TZVPD basis

## Properties
M: 105.137 g mol⁻¹
Gap between HOMO and LUMO: 9.7754 eV
SMILES: C[C@](N)(O)CCO

```
18
C4H11NO2 | OMol25 | the ωB97M-V functional and the def2-TZVPD basis
C -0.41492 0.26768 -0.38833
C 0.12193 -1.07468 -0.13515
C 1.24015 -0.76035 1.13240
C -1.26381 0.93321 0.66801
N 0.42264 1.12516 -1.10502
O -1.37826 -0.41578 -1.66792
O 2.23176 0.18667 0.82810
H -2.08643 -1.02068 -1.40548
H 2.33736 0.19242 -0.14089
H -0.01144 2.02151 -1.29839
H 0.68559 0.68909 -1.98656
H -0.59411 -1.78160 0.28055
H 0.71784 -1.47764 -0.95206
H 0.77670 -0.47133 2.07655
H 1.70414 -1.73836 1.29438
H -1.75068 0.20639 1.32236
H -0.67847 1.61153 1.29543
H -2.06000 1.50675 0.18201
```

---

b.
Formula: C4H11NO2
Source: OMol25
Level of theory: the ωB97M-V functional and the def2-TZVPD basis

## Properties
M: 105.137 g mol⁻¹
Gap between HOMO and LUMO: 9.8486 eV
SMILES: CCC(=O)NC.O

```
18
C4H11NO2 | OMol25 | the ωB97M-V functional and the def2-TZVPD basis
C -0.85286 1.16039 0.64449
C -1.94487 0.06624 0.42455
C 0.28824 1.21601 -0.36315
N 0.98817 0.06217 -0.55685
C 2.05038 -0.00127 -1.52473
O 0.57424 2.26624 -0.90216
H -0.40767 1.05083 1.63650
H -1.31692 2.13748 0.52904
H -2.38598 -0.25392 1.35721
H -2.67135 0.55541 -0.22695
H -1.53746 -0.68812 -0.23029
H 1.02498 -0.64766 0.15977
H 3.03840 -0.04045 -1.05985
H 2.08159 0.98499 -1.98662
H 1.88181 -0.73629 -2.28576
H -0.52995 -2.89084 0.94494
H -0.38250 -1.96492 2.10518
O 0.10172 -2.27629 1.33467
```

---

Stability order, top to bottom: b, a

---

a.
Formula: C4H11NO2
Source: OMol25
Level of theory: the ωB97M-V functional and the def2-TZVPD basis

## Properties
M: 105.137 g mol⁻¹
Gap between HOMO and LUMO: 9.9878 eV
SMILES: C[C@H](O)[C@H](N)CO

```
18
C4H11NO2 | OMol25 | the ωB97M-V functional and the def2-TZVPD basis
C -1.13841 0.80816 -0.47920
O -1.61660 2.12285 -0.17640
C 0.19028 0.60789 0.26848
C 0.75446 -0.92634 0.25163
C 0.79817 -1.44978 -1.29869
O 0.06604 -1.91976 0.97054
N 0.01876 1.08728 1.63655
H -1.13542 0.84589 -1.58028
H -1.85555 -0.00177 -0.14138
H -0.92017 2.75630 -0.50672
H 0.89590 1.20778 -0.23931
H 1.80426 -0.80551 0.56382
H 1.40544 -2.38657 -1.26641
H 1.39919 -0.77427 -1.98558
H -0.28819 -1.50075 -1.73632
H -0.63344 -1.40152 1.43684
H 0.93652 1.08124 2.06989
H -0.68124 0.64885 2.21255
```

---

b.
Formula: C4H11NO2
Source: OMol25
Level of theory: the ωB97M-V functional and the def2-TZVPD basis

## Properties
M: 105.137 g mol⁻¹
Gap between HOMO and LUMO: 9.6581 eV
SMILES: CNC(C)=O.CO

```
18
C4H11NO2 | OMol25 | the ωB97M-V functional and the def2-TZVPD basis
C 0.87906 -0.37633 -1.96571
C 1.08152 -1.21763 -0.71318
C 0.96103 -1.42423 1.73384
C -2.05218 1.73961 0.21884
H 0.61874 0.70101 -1.85971
H 0.06215 -1.00434 -2.43215
H 1.82264 -0.53645 -2.56264
H -0.21511 0.11679 0.57072
H 0.42552 -2.34667 1.73511
H 2.02019 -1.53455 1.63096
H 0.59837 -0.86782 2.63306
H -0.35914 2.85263 0.52565
H -2.22643 0.71072 0.01985
H -2.83137 2.08512 0.96619
H -2.29782 2.09539 -0.79968
N 0.56266 -0.67222 0.46015
O 1.75644 -2.24742 -0.82655
O -0.80627 1.92640 0.66525
```

---

c.
Formula: C4H11NO2
Source: OMol25
Level of theory: the ωB97M-V functional and the def2-TZVPD basis

## Properties
M: 105.137 g mol⁻¹
Gap between HOMO and LUMO: 9.4365 eV
SMILES: CNC(C)=O.CO

```
18
C4H11NO2 | OMol25 | the ωB97M-V functional and the def2-TZVPD basis
C -1.73840 0.00198 -0.98650
C -1.50439 -0.12650 0.50948
C 0.18859 -0.89945 2.27688
C 1.40956 1.18783 -1.11312
H -0.80424 -0.08129 -1.53923
H -1.85631 1.21562 -1.19188
H -2.50235 -0.69664 -1.31553
H 0.48070 -0.49000 0.18592
H 0.15675 -0.14093 3.25197
H -0.24826 -1.95680 2.43667
H 1.32646 -1.33482 1.77064
H 2.06073 -0.68973 -2.11998
H 0.86649 1.32241 -0.11823
H 2.49084 1.60127 -0.79498
H 1.00382 1.82887 -1.97426
N -0.25342 -0.28279 0.93293
O -2.55837 -0.21238 1.19760
O 1.48178 -0.24664 -1.40840
```

---

Stability order, top to bottom: b, a, c

---

a.
Formula: C4H11NO2
Source: OMol25
Level of theory: the ωB97M-V functional and the def2-TZVPD basis

## Properties
M: 105.137 g mol⁻¹
Gap between HOMO and LUMO: 9.9639 eV
SMILES: CN(C)CC=O.O

```
18
C4H11NO2 | OMol25 | the ωB97M-V functional and the def2-TZVPD basis
C -0.99617 0.59373 -0.95021
N -0.50873 -0.62118 -0.28683
C -1.53317 -1.67548 -0.03800
C 0.38770 -0.46438 0.88242
C 1.48968 -0.37681 -0.19925
O 2.12336 0.58933 -0.55391
H -1.37534 1.36129 -0.27119
H -0.10659 1.08336 -1.35968
H -1.61574 0.23241 -1.76295
H -2.03877 -1.75643 -0.99477
H -2.13069 -1.39696 0.82968
H -0.96460 -2.53987 0.29903
H 0.78735 -1.32597 1.41460
H 0.44800 0.38323 1.56235
H 1.73142 -1.37154 -0.59156
H 2.03471 2.15634 0.29444
H 0.74848 2.28718 0.94550
O 1.51914 2.84175 0.78034
```

---

b.
Formula: C4H11NO2
Source: OMol25
Level of theory: the ωB97M-V functional and the def2-TZVPD basis

## Properties
M: 105.137 g mol⁻¹
Gap between HOMO and LUMO: 8.6503 eV

```
18
C4H11NO2 | OMol25 | the ωB97M-V functional and the def2-TZVPD basis
O -2.06560 0.46114 0.89690
C -1.86001 -0.83925 0.43420
C -0.51414 -1.42154 -0.03267
C 0.51501 -0.28816 -0.08173
C 2.01007 -0.67150 0.13865
N 3.03935 0.36753 -0.14988
H -2.80549 -1.33679 0.04163
H -1.12646 -1.29641 1.15976
H -0.15524 -2.42606 -0.17090
H 0.29305 0.23837 0.84606
H 0.25517 0.37115 -0.89864
H 2.14963 -1.20106 1.07282
H 2.22807 -1.44765 -0.62090
H 2.86803 1.05434 -0.96296
H 3.93219 -0.10620 -0.26435
H -1.69130 1.34553 -0.18292
H -1.86626 2.50620 -1.34536
O -1.21721 1.91993 -0.94388
```

---

Stability order, top to bottom: a, b